No. 1
Formula: C25H22I2NO2PTi
Source: the OMol25 dataset
Level of theory: ωB97M-V/def2-TZVPD

The highest occupied orbital energy (alpha / beta) is -11.38 / -11.38 eV. For the LUMO energy (alpha / beta), the calculation gives -4.4 / -5.2 eV. Its gap between HOMO and LUMO (alpha / beta) is 7.0 / 6.2 eV. The spin multiplicity is 2. As for the expectation value of S²: 0.76. The total charge is +1.

Geometry as XYZ:
```
54
Properties=species:S:1:pos:R:3:forces:R:3:mulliken_spin:R:1
Ti -2.315984 -0.968329 0.210036 -0.9 -1.0 -1.0 -0.01
O -1.861358 -0.306637 2.100614 0.3 0.1 0.3 0.00
C -1.041984 -1.275384 2.126723 -0.1 -0.1 -0.4 0.00
O -1.324441 -2.244612 1.333936 0.3 -0.1 0.4 0.00
C 0.328690 -1.130483 2.640917 -0.1 0.1 0.1 0.00
C 0.722944 -1.208351 3.963189 0.1 0.0 0.0 0.00
C 2.057304 -0.974637 4.268976 0.0 0.0 0.0 0.00
C 2.957671 -0.636349 3.268661 0.0 0.0 -0.1 0.00
C 2.539957 -0.532287 1.947989 0.0 0.0 0.1 0.00
C 1.216762 -0.792684 1.615291 0.2 0.0 0.0 0.00
P 0.587310 -0.607189 -0.097737 -0.4 0.0 0.2 0.00
C 1.404239 0.908999 -0.651994 0.1 0.1 0.0 -0.01
C 2.559673 0.923981 -1.428453 0.0 0.1 0.0 0.00
C 3.160095 2.133834 -1.753063 0.0 0.0 0.0 0.00
C 2.623559 3.326876 -1.295045 0.0 0.0 0.0 0.00
C 1.476365 3.317799 -0.509691 0.1 0.0 0.0 0.00
C 0.867735 2.115013 -0.197148 -0.1 0.0 0.0 0.02
C 1.314902 -1.979361 -1.007869 0.1 0.0 -0.1 0.00
C 1.365961 -1.904932 -2.401151 0.0 0.0 -0.1 0.00
C 1.873670 -2.959292 -3.139450 0.0 0.0 0.1 0.00
C 2.318176 -4.105991 -2.491341 0.0 0.1 0.0 0.00
C 2.257787 -4.190431 -1.109201 0.0 0.0 0.0 0.00
C 1.761365 -3.129018 -0.364875 0.0 -0.1 0.1 0.00
H 0.012844 -1.455060 4.739743 0.0 0.0 0.0 0.00
H 2.395475 -1.048416 5.292520 0.0 0.0 0.0 0.00
H 3.991345 -0.444613 3.519100 0.0 0.0 0.0 0.00
H 3.245599 -0.240800 1.180463 0.0 0.0 0.0 0.00
H 2.995952 -0.000971 -1.780408 0.0 0.0 0.0 0.00
H 4.053233 2.137971 -2.363027 0.0 0.0 0.0 0.00
H 3.099692 4.264508 -1.545914 0.0 0.0 0.0 0.00
H 1.060347 4.245984 -0.143351 0.0 0.0 0.0 0.00
H -0.029158 2.114202 0.417435 0.0 0.0 0.0 -0.01
H 1.015150 -1.017095 -2.914898 0.0 0.0 0.0 0.00
H 1.918112 -2.888892 -4.216973 0.0 0.0 0.0 0.00
H 2.712339 -4.930854 -3.068398 0.0 0.0 0.0 0.00
H 2.600008 -5.083933 -0.605894 0.0 0.0 0.0 0.00
H 1.721850 -3.206258 0.715157 0.0 0.0 0.0 0.00
I -2.290144 -1.915119 -2.248022 0.1 0.1 0.6 0.00
I -4.543038 -2.262195 0.800264 0.5 0.5 -0.1 0.00
C -4.487418 1.208339 1.924590 0.0 -0.1 0.0 0.01
C -3.904102 1.649606 0.641828 0.1 0.2 0.0 0.35
C -4.225199 2.901116 0.025482 0.0 -0.1 0.1 0.11
C -3.498930 2.982133 -1.116194 0.1 0.0 -0.1 0.06
C -2.727612 1.782026 -1.212001 -0.2 0.1 0.0 0.34
C -1.814178 1.496402 -2.334995 0.1 -0.1 0.0 0.06
N -2.998863 0.971045 -0.137391 0.1 0.1 0.1 -0.03
H -4.761476 2.088807 2.503956 0.0 0.0 0.0 0.01
H -3.825626 0.567458 2.502897 -0.1 0.1 -0.1 0.01
H -5.399050 0.634593 1.721436 0.0 0.0 0.0 0.05
H -4.919464 3.613563 0.437490 0.0 0.0 0.0 0.00
H -3.466229 3.780030 -1.838942 0.0 0.0 0.0 0.00
H -1.403873 2.434818 -2.706811 0.0 0.0 0.0 0.01
H -2.376822 1.019402 -3.145748 0.0 0.1 0.0 0.04
H -1.001144 0.821658 -2.072719 -0.1 0.1 0.0 0.00
```
Forces are in eV/Å.

---

No. 2
Formula: C8H5Cl2NS
Source: the OMol25 dataset
Level of theory: ωB97M-V/def2-TZVPD

The highest occupied orbital energy (alpha / beta) is -9.05 / -7.38 eV. For the LUMO energy (alpha / beta), the calculation gives -1.1 / -1.6 eV. Its gap between HOMO and LUMO (alpha / beta) is 7.9 / 5.8 eV. The energy relative to the best compared isomer or geometry (same formula, charge and spin) is 50.7 kcal/mol. The total charge is 0.

Geometry as XYZ:
```
17
Properties=species:S:1:pos:R:3:forces:R:3:lowdin_charge:R:1
C -3.852124 0.527363 0.063952 0.0 -0.9 -0.3 -0.31
C 3.114831 -0.019794 -0.705162 0.2 -1.9 0.2 -0.20
C 1.994769 0.739807 -0.793258 -2.0 -1.9 1.9 -0.09
C 3.002207 -1.250400 -0.103778 -3.2 1.7 0.5 -0.36
C 0.839643 0.076428 -0.114935 2.6 1.2 -1.0 -0.52
C -1.504394 -0.058605 0.818990 -0.9 3.4 2.4 -0.23
C -2.868586 -0.417132 0.168159 2.9 -0.9 0.6 -0.63
C -0.349181 0.682155 0.112107 -1.8 -1.1 0.1 -0.69
N -4.796600 1.157711 -0.095082 -1.1 1.2 -0.1 0.19
S 1.388820 -1.497814 0.510641 -0.1 0.6 -0.5 1.01
Cl -3.192850 -2.047186 -0.327604 0.2 0.9 0.2 0.70
Cl -0.604029 2.348341 -0.276445 0.0 -0.4 -0.1 0.71
H 4.025508 0.113686 -1.171726 1.7 1.1 -0.9 0.09
H 1.987092 1.695162 -1.202305 -0.4 1.4 -0.7 0.07
H 3.659010 -2.021317 -0.005282 1.9 -1.8 0.2 0.03
H -1.827699 0.788114 1.692377 0.6 -2.2 -2.1 0.17
H -1.016421 -0.816518 1.429349 -0.5 -0.6 -0.3 0.07
```
Forces are in eV/Å.

---

No. 3
Formula: CH2N2OS2
Source: the OMol25 dataset
Level of theory: ωB97M-V/def2-TZVPD

The highest occupied orbital energy is -9.71 eV. For the LUMO energy, the calculation gives -0.6 eV. Its gap between HOMO and LUMO is 9.1 eV. The energy relative to the best compared isomer or geometry (same formula, charge and spin) is 5.6 kcal/mol. The total charge is 0.

Geometry as XYZ:
```
8
Properties=species:S:1:pos:R:3:forces:R:3:lowdin_charge:R:1
C 0.355025 2.047183 -0.626285 -1.2 -1.1 0.3 -0.91
N 1.557737 -0.424462 -0.394417 -0.9 -0.9 3.1 -0.32
N -0.749818 1.615359 -0.457336 0.2 0.4 0.0 0.12
O 3.945979 -0.665771 0.496605 -0.1 -0.1 -0.2 -0.50
S 1.802270 2.548756 -0.889076 0.6 0.9 -0.3 0.71
S 2.521394 -0.621465 0.738503 -0.1 0.3 0.2 0.83
H 1.887382 -0.462577 -1.293525 1.1 0.2 -3.0 -0.03
H -1.115828 0.756442 -0.066138 0.3 0.3 -0.2 0.09
```
Forces are in eV/Å.

---

No. 4
Formula: C31H34N6O2SbScSe4
Source: the OMol25 dataset
Level of theory: ωB97M-V/def2-TZVPD

The highest occupied orbital energy (alpha / beta) is -6.08 / -5.74 eV. For the LUMO energy (alpha / beta), the calculation gives -0.6 / -0.6 eV. Its gap between HOMO and LUMO (alpha / beta) is 5.5 / 5.1 eV. The energy relative to the best compared isomer or geometry (same formula, charge and spin) is 23.5 kcal/mol. The total charge is 0.

Geometry as XYZ:
```
79
Properties=species:S:1:pos:R:3:forces:R:3:lowdin_charge:R:1
Sc -0.227011 0.039583 0.376557 -0.1 -0.1 0.4 0.72
C -4.268646 2.815043 5.410184 0.0 0.0 0.0 -0.05
C -3.162894 2.395413 4.477950 -0.1 0.0 -0.1 -0.28
C -1.910726 2.054125 4.974956 0.1 0.0 0.0 0.01
C -0.827779 1.703137 4.142258 -0.1 0.0 0.0 -0.15
C 0.463300 1.396705 4.599583 0.0 -0.1 0.0 -0.07
N 0.796457 1.109849 5.909664 0.0 0.0 0.0 -0.01
C 0.030952 0.148964 6.712733 0.0 0.0 0.0 -0.20
C -0.453818 -1.065907 5.919384 0.0 0.0 0.0 -0.15
C 0.673588 -1.822096 5.195502 0.0 0.0 0.0 -0.18
N 0.330093 -2.205760 3.843253 0.0 0.0 0.0 0.01
C -0.319856 -3.373183 3.572700 0.0 0.0 0.0 -0.06
C -0.963954 -3.695153 2.370726 -0.1 0.0 -0.1 -0.15
C -1.438744 -5.013401 2.150339 0.0 0.0 0.0 0.00
C -2.021638 -5.426042 0.964146 0.0 0.0 0.0 -0.29
C -2.509997 -6.840565 0.795892 0.0 0.0 0.0 -0.06
C -2.126123 -4.512696 -0.074032 0.0 0.0 0.0 -0.02
C -1.681940 -3.178836 0.081194 0.1 0.0 0.2 -0.15
C -1.779761 -2.322287 -1.076780 0.0 0.1 -0.1 -0.07
N -1.264047 -1.157223 -1.254521 -0.1 -0.1 0.3 -0.04
C -1.596708 -0.468490 -2.504317 0.1 0.0 -0.1 -0.21
C -2.724630 0.536336 -2.285994 0.0 0.0 0.0 -0.16
C -2.325526 1.785483 -1.512063 0.1 0.0 0.0 -0.22
N -1.898512 1.511185 -0.135925 -0.2 -0.2 0.1 -0.04
C -2.599200 2.032192 0.807219 0.1 0.0 -0.1 -0.06
C -2.328407 1.996116 2.225729 0.2 -0.1 0.2 -0.13
C -3.358390 2.380923 3.108295 0.0 0.0 0.0 -0.01
C -1.061041 1.653260 2.725652 -0.3 0.1 0.0 -0.28
O -0.094389 1.278234 1.925910 0.2 -0.3 -0.1 -0.19
C -1.167456 -2.736137 1.313960 -0.1 -0.2 -0.1 -0.29
O -0.872382 -1.477420 1.522266 -0.2 0.3 -0.2 -0.17
H -4.033862 2.552830 6.441432 0.0 0.0 0.0 0.07
H -5.211647 2.333628 5.148098 0.0 0.0 0.0 0.08
H -4.429278 3.894530 5.372301 0.0 0.0 0.0 0.08
H -1.745330 2.116591 6.042648 0.0 0.0 0.0 0.11
H 1.277527 1.413495 3.889160 0.0 0.0 0.0 0.10
H 1.789426 1.001629 6.029636 0.0 0.0 0.0 0.11
H -0.829935 0.634855 7.173889 0.0 0.0 0.0 0.10
H 0.685714 -0.157012 7.531072 0.0 0.0 0.0 0.12
H -1.173598 -0.727631 5.171843 0.0 0.0 0.0 0.11
H -0.999681 -1.729746 6.593766 0.0 0.0 0.0 0.11
H 0.960033 -2.722455 5.743696 0.0 0.0 0.0 0.12
H 1.564526 -1.192513 5.135906 0.0 0.0 0.0 0.11
H 0.124657 -1.446472 3.205974 0.0 0.0 0.0 0.10
H -0.235331 -4.140681 4.334336 0.0 0.0 0.0 0.12
H -1.331085 -5.732293 2.956439 0.0 0.0 0.0 0.11
H -2.479087 -7.380915 1.741413 0.0 0.0 0.0 0.07
H -1.897881 -7.390473 0.078098 0.0 0.0 0.0 0.08
H -3.538212 -6.862423 0.431925 0.0 0.0 0.0 0.08
H -2.549174 -4.815706 -1.025386 0.0 0.0 0.0 0.11
H -2.347430 -2.758049 -1.906524 0.0 0.0 0.0 0.13
H -1.895022 -1.199928 -3.262235 0.0 0.0 0.0 0.12
H -0.703208 0.047031 -2.866325 0.0 0.0 0.0 0.10
H -3.556491 0.033744 -1.781856 0.0 0.0 0.0 0.12
H -3.086260 0.860560 -3.264294 0.0 0.0 0.0 0.12
H -3.162565 2.490920 -1.504597 0.0 0.0 0.0 0.12
H -1.489929 2.270606 -2.025986 -0.1 0.0 0.0 0.04
H -3.497693 2.593935 0.531209 0.0 0.0 0.0 0.13
H -4.322164 2.660148 2.695816 0.0 0.0 0.0 0.12
Se 0.028644 3.548309 -4.347948 -0.2 -0.1 -0.2 -0.22
Sb 1.620840 3.946418 -2.674823 0.0 -0.1 0.2 0.27
Se 1.341668 1.621961 -1.011418 0.7 0.5 -0.4 0.01
Se 2.797177 0.507798 -2.503806 -0.2 0.1 0.1 -0.06
Se 3.768825 2.509178 -3.256682 0.1 0.0 0.0 -0.13
N 2.796524 -3.055411 1.231776 0.0 0.0 0.0 0.16
C 1.830955 -2.497584 0.472516 0.0 0.0 0.0 -0.13
N 1.738726 -1.202787 0.640229 0.0 0.1 -0.1 0.04
C 2.719241 -0.876439 1.577549 0.1 -0.1 0.0 -0.22
C 3.084172 0.357823 2.114047 0.0 0.0 0.0 -0.02
C 4.095509 0.363828 3.052973 0.0 0.0 0.0 -0.08
C 4.740104 -0.817697 3.451738 0.0 0.0 0.0 -0.09
C 4.402014 -2.042483 2.913545 0.0 0.0 0.0 -0.01
C 3.384319 -2.043269 1.966339 0.0 0.1 0.0 -0.19
H 3.023432 -4.033693 1.254678 0.0 0.0 0.0 0.17
H 1.206197 -3.084596 -0.183239 0.0 0.0 0.0 0.15
H 2.592764 1.264268 1.787780 0.0 0.0 0.0 0.08
H 4.412866 1.304999 3.483230 0.0 0.0 0.0 0.11
H 5.529532 -0.764636 4.189959 0.0 0.0 0.0 0.10
H 4.909483 -2.951117 3.208708 0.0 0.0 0.0 0.11
```
Forces are in eV/Å.

---

No. 5
Formula: C4H8O2
Source: the OMol25 dataset
Level of theory: ωB97M-V/def2-TZVPD

The highest occupied orbital energy is -8.62 eV. For the LUMO energy, the calculation gives 0.7 eV. Its gap between HOMO and LUMO is 9.3 eV. The energy relative to the best compared isomer or geometry (same formula, charge and spin) is 123.0 kcal/mol. The total charge is 0.

Geometry as XYZ:
```
14
Properties=species:S:1:pos:R:3:forces:R:3:lowdin_charge:R:1
C -0.428838 -0.766183 1.296382 0.0 0.0 0.0 -0.03
C -0.998116 0.075130 0.183913 -0.1 -0.3 0.1 -0.29
O -0.628601 1.488361 0.283789 0.0 0.1 -0.1 -0.05
C 0.140345 1.534991 -0.795701 -0.4 0.0 -0.1 -0.02
C -0.246595 0.077300 -1.166896 -0.3 0.1 -0.1 -0.36
O 0.653979 -0.931076 -1.494423 0.2 0.1 0.1 -0.01
H 0.653481 -0.629401 1.402541 -0.1 0.0 -0.1 0.08
H -0.899943 -0.519722 2.251896 0.1 0.0 -0.1 0.09
H -0.623676 -1.820469 1.073797 0.0 0.1 0.0 0.10
H -2.088485 -0.003169 0.136662 0.1 -0.1 0.0 0.15
H 2.152437 0.821814 0.052715 0.3 0.1 0.1 0.09
H 1.849192 1.414074 -0.325741 0.4 -0.2 0.2 0.04
H -0.939537 0.155891 -2.011816 0.0 0.0 0.1 0.15
H 1.404357 -0.897540 -0.887120 -0.1 0.0 -0.1 0.07
```
Forces are in eV/Å.

---

| no. | total energy (Ha) |
| --- | --- |
| 1 | -2957.2215 |
| 2 | -1681.0347 |
| 3 | -1020.3834 |
| 4 | -12287.6365 |
| 5 | -307.5163 |